[1]
127
Properties=species:S:1:pos:R:3:forces:R:3:mulliken_charge:R:1 method="wB97M-V/def2-TZVPD" total_energy_ev=-61174.4955 mol_weight_g_mol=684.0 e_homo_ev=-8.47 e_lumo_ev=0.47 largest_force_ha_per_bohr=0.0420 multiplicity=1 smiles="COC[C@H](C)N.COC[C@H](C)N.COC[C@H](C)N.COC[C@H](C)N.COC[C@H](C)N.COC[C@H](C)N.COC[C@H](C)N.NC(N)=O" gap_ev=8.9
C -1.882452 2.403293 -2.697430 0.35 -0.55 -0.39 -0.242
O -3.008958 2.318898 -3.548544 -0.26 -0.03 0.20 -0.412
C -3.321958 3.550856 -4.120025 0.23 1.37 -0.15 -0.644
C -2.358717 3.986715 -5.221616 1.27 -0.59 -1.44 0.805
C -2.947007 5.045412 -6.151114 0.24 0.17 0.45 -1.500
N -1.853197 2.870944 -6.070033 -0.76 0.34 -0.05 -0.675
H -0.949568 2.519187 -3.269588 -0.09 0.13 -0.05 0.227
H -1.806573 1.438221 -2.200755 -0.08 0.15 0.29 -0.003
H -1.939017 3.221734 -1.978446 -0.20 -0.07 0.11 0.105
H -4.327328 3.588832 -4.547578 -0.08 -0.75 0.09 0.427
H -3.325506 4.344517 -3.355249 0.00 -0.09 0.10 0.247
H -1.404579 4.414073 -4.889545 -0.38 0.11 0.79 -0.025
H -3.267747 5.894780 -5.541242 -0.18 0.04 -0.21 0.348
H -3.774566 4.694228 -6.770555 -0.09 -0.14 0.20 0.370
H -2.159345 5.386463 -6.821634 -0.04 0.04 -0.02 0.399
H -2.650949 2.470697 -6.558186 0.13 -0.17 -0.02 0.263
H -1.463986 2.130656 -5.500404 -0.10 -0.03 0.12 0.264
C 1.151247 4.823210 -2.141789 0.53 0.21 0.24 -0.354
O 2.442609 4.248025 -1.940790 -0.32 0.29 -0.37 -0.479
C 2.393837 3.163783 -1.046477 0.28 0.06 0.70 0.631
C 3.532980 3.270154 -0.049842 0.84 -1.08 0.69 0.604
C 4.918102 3.217694 -0.670233 0.06 1.17 -1.08 -1.741
N 3.413346 2.093324 0.936072 0.68 1.53 -0.35 -0.569
H 1.200439 5.672501 -2.823544 0.41 -0.17 -0.17 0.384
H 0.822425 5.243757 -1.184832 -0.41 -0.37 -0.14 0.126
H 0.478713 4.079870 -2.568692 -0.29 0.05 0.26 0.032
H 1.475111 3.152977 -0.446081 -0.14 0.09 -0.33 -0.862
H 2.472514 2.196753 -1.563800 -0.05 0.07 -0.13 0.335
H 3.476634 4.187928 0.539113 -0.37 0.13 -0.21 0.131
H 5.031348 2.347559 -1.320303 0.21 -0.27 0.40 0.386
H 5.722173 3.363147 0.053017 -0.10 -0.64 0.23 0.472
H 5.095124 4.068622 -1.344922 -0.43 -0.08 0.00 0.387
H 4.340742 1.671774 0.923757 -0.24 -0.41 -0.15 0.266
H 3.455219 2.581719 1.830026 -0.48 -0.45 0.20 0.260
C 0.006020 -5.102946 1.608083 -0.30 0.36 -0.07 -0.412
O -0.442648 -4.487990 2.797104 0.00 0.10 0.21 -0.426
C -1.303897 -3.391210 2.571549 1.17 0.37 0.03 0.405
C -1.333489 -2.500405 3.801802 -1.93 0.81 0.53 0.295
C -1.721950 -3.223092 5.084081 1.43 -0.03 0.97 -1.720
N -2.299821 -1.419256 3.472722 0.21 -0.21 -0.56 -0.434
H -0.786019 -5.746872 1.212893 0.17 -0.15 -0.14 0.311
H 0.908760 -5.666229 1.826771 -0.08 -0.19 0.10 0.271
H 0.260815 -4.340717 0.858472 0.01 -0.07 -0.04 -0.048
H -0.854629 -2.773016 1.775609 -0.37 -0.14 -0.20 -0.606
H -2.318719 -3.687452 2.275357 0.01 -0.11 0.02 0.534
H -0.397981 -1.964146 3.965709 0.32 -0.43 -0.16 0.286
H -0.940868 -3.965016 5.299908 -0.47 -0.34 -0.17 0.366
H -2.719786 -3.649128 5.161214 -0.02 -0.16 -0.55 0.332
H -1.623115 -2.559771 5.953105 -0.17 0.28 -0.29 0.445
H -2.269891 -0.631892 4.104538 0.10 -0.12 0.18 0.250
H -3.250119 -1.766972 3.439199 0.00 -0.04 0.13 0.221
C -2.656468 7.977997 0.727216 0.30 0.23 0.65 -0.801
O -2.569072 6.684312 0.187341 -0.24 -0.24 -0.38 -0.407
C -1.336509 6.040031 0.403864 0.45 0.07 0.01 0.030
C -1.158052 5.545767 1.851624 -0.30 -0.46 -0.76 0.664
C 0.321383 5.325170 2.086570 0.44 0.09 -0.92 -1.059
N -1.820040 4.258342 2.052913 -0.16 -0.24 0.45 -0.819
H -2.977374 8.691950 -0.031020 -0.02 -0.05 -0.08 0.278
H -1.690703 8.298250 1.138482 0.00 0.09 -0.23 0.352
H -3.348687 8.017565 1.575538 -0.15 -0.10 -0.17 0.286
H -1.283500 5.174642 -0.262518 -0.26 -0.05 0.08 -0.432
H -0.493606 6.679426 0.085861 -0.20 0.24 0.23 0.355
H -1.625309 6.288229 2.501678 0.26 0.01 0.26 0.315
H 0.699440 4.794828 1.196762 -0.10 -0.23 0.21 -0.066
H 0.538670 4.692336 2.941954 -0.01 0.26 0.25 0.398
H 0.897117 6.252968 2.049548 -0.10 0.05 0.56 0.443
H -2.741597 4.217253 1.630916 -0.02 0.33 0.03 0.310
H -1.286037 3.532357 1.577926 -0.10 0.24 0.01 0.117
C 0.335291 -1.998900 -1.421943 0.18 -0.37 0.12 0.029
O 1.617297 -2.595681 -1.316145 -0.06 0.06 0.06 -0.005
C 1.865480 -3.546696 -2.342925 0.11 1.12 -0.17 -0.885
C 3.214321 -4.172694 -2.079208 0.44 -0.96 -0.06 0.622
C 4.369720 -3.184662 -2.100741 -0.09 -0.01 0.49 -1.370
N 3.535207 -5.292477 -3.004467 -0.52 0.43 0.18 -0.665
H 0.350222 -1.026206 -0.932422 0.05 -0.11 0.15 -0.413
H -0.368698 -2.676976 -0.921868 -0.36 0.28 -0.17 -0.054
H 0.037180 -1.839652 -2.464099 0.01 -0.11 0.01 0.519
H 1.051012 -4.276985 -2.428774 0.08 -0.12 0.14 0.282
H 1.909103 -2.956917 -3.275448 -0.05 -0.41 -0.20 0.371
H 3.176211 -4.639568 -1.088504 -0.04 0.24 0.08 0.120
H 5.224976 -3.695597 -1.659495 0.15 0.11 -0.16 0.341
H 4.150510 -2.307785 -1.489033 -0.03 0.03 -0.09 0.275
H 4.629644 -2.874534 -3.112122 -0.09 -0.01 -0.07 0.343
H 3.094565 -5.107060 -3.901667 0.18 -0.12 -0.07 0.260
H 3.116524 -6.142250 -2.644622 -0.02 -0.04 -0.16 0.293
C 2.426222 -2.090477 2.077024 -0.12 -0.26 -0.80 0.464
O 3.343465 -1.941282 3.119170 -0.43 0.04 0.64 -0.444
C 3.352501 -3.070735 3.987671 0.43 0.32 0.16 -0.503
C 4.161083 -4.228840 3.417625 0.55 -0.29 0.47 0.962
C 4.008964 -5.462640 4.296840 -0.67 0.08 0.11 -1.559
N 5.587343 -3.927930 3.276887 0.14 0.44 -0.32 -0.753
H 2.386985 -1.182120 1.481968 0.47 0.05 -0.01 0.167
H 1.388119 -2.293679 2.384236 0.18 -0.16 0.40 -0.369
H 2.751159 -2.902426 1.419732 -0.28 0.02 -0.22 0.058
H 3.859127 -2.726948 4.895651 0.02 -0.05 -0.03 0.370
H 2.345167 -3.372202 4.304313 -0.13 0.03 -0.38 0.156
H 3.814231 -4.500181 2.418544 -0.11 0.11 -0.03 -0.099
H 2.998896 -5.856328 4.144089 0.19 -0.31 0.00 0.309
H 4.068362 -5.256883 5.369920 0.21 0.25 -0.05 0.323
H 4.774427 -6.192799 4.053205 -0.11 -0.16 -0.12 0.433
H 5.713278 -3.128578 2.661503 -0.07 -0.09 -0.04 0.249
H 6.003703 -3.635057 4.156096 -0.18 -0.17 0.14 0.280
C -4.588370 -1.133348 0.276051 0.08 0.72 0.66 -0.327
O -5.279875 -2.000781 -0.567305 0.18 -0.41 0.01 -0.337
C -4.836348 -3.343879 -0.484542 -0.21 0.28 -0.47 -0.871
C -3.428675 -3.576743 -1.017418 0.29 -0.36 0.01 1.854
C -3.281797 -3.204292 -2.473555 0.33 0.91 -0.58 -1.501
N -3.126316 -5.012296 -0.819118 -0.39 0.29 0.18 -0.717
H -3.502053 -1.182266 0.177513 -0.03 0.03 -0.24 -0.032
H -4.806062 -1.284210 1.347249 -0.14 -0.32 -0.12 0.229
H -4.925406 -0.120534 0.051879 0.11 -0.02 -0.15 0.339
H -4.887001 -3.715980 0.550509 -0.18 0.05 -0.02 0.405
H -5.538286 -3.875795 -1.129570 0.03 -0.31 0.26 0.310
H -2.718408 -2.965280 -0.442742 -0.12 0.06 0.00 -0.834
H -2.224622 -3.231429 -2.758214 -0.09 -0.34 -0.09 0.266
H -3.571005 -2.165741 -2.677106 -0.08 -0.03 0.39 0.337
H -3.870902 -3.792474 -3.176946 0.05 -0.39 0.29 0.380
H -3.532464 -5.284534 0.071647 0.15 -0.23 -0.04 0.305
H -2.130016 -5.175939 -0.745123 0.03 0.06 -0.10 0.269
N -1.518165 0.315943 1.033258 0.58 -0.11 -0.29 0.069
C -0.528803 1.205029 0.693589 -0.65 -0.34 0.64 0.441
N 0.727774 0.746533 0.950126 -0.57 0.74 -0.87 0.212
O -0.778855 2.311200 0.220360 0.41 -0.30 -0.30 -0.571
H -1.233346 -0.535477 1.486098 -0.40 0.00 0.26 -0.347
H -2.451468 0.630246 1.221990 0.04 0.22 -0.03 0.260
H 1.475992 1.279945 0.528738 0.45 -0.27 0.64 -0.091
H 0.899455 -0.041773 1.540137 0.11 -0.01 -0.02 -0.145

=====

[2]
41
Properties=species:S:1:pos:R:3:forces:R:3:mulliken_spin:R:1 method="wB97M-V/def2-TZVPD" total_energy_ev=-78297.9950 mol_weight_g_mol=395.4 e_homo_ev="-14.18 / -14.25" e_lumo_ev="-7.94 / -6.92" largest_force_ha_per_bohr=0.0153 total_charge=+2 multiplicity=5 gap_ev="6.2 / 7.3"
Mn -2.259936 -0.461158 -0.368098 0.02 0.04 -0.23 4.099
N -0.303775 -0.138972 -1.159788 -0.12 -0.03 0.02 0.013
C 0.366327 0.947869 -0.383097 0.18 -0.16 -0.02 -0.041
C 1.329259 1.814116 -1.210863 -0.07 0.10 -0.08 -0.007
C 2.783593 1.903493 -0.730922 0.06 -0.03 0.05 0.000
C 3.126681 3.048840 0.215297 -0.02 0.08 0.11 0.000
N 2.645346 2.868124 1.597625 -0.03 0.01 -0.04 0.000
C 2.056731 3.803515 2.351351 0.02 0.02 0.01 -0.001
N 1.416904 4.828530 1.799165 -0.03 -0.01 -0.04 0.000
N 2.127315 3.708128 3.678909 0.02 -0.03 -0.01 0.000
C -0.717826 1.763963 0.304980 -0.74 -0.12 0.22 0.026
O -0.498359 2.844359 0.776118 0.21 0.17 -0.04 0.013
O -1.904271 1.161799 0.392319 0.33 0.32 0.03 0.043
H 0.302976 -0.945428 -1.277618 0.04 -0.01 0.05 -0.005
H -0.483197 0.198114 -2.106395 0.01 -0.01 -0.04 0.017
H 0.906808 0.457600 0.431609 0.01 -0.03 -0.02 -0.020
H 0.909894 2.820085 -1.273748 0.01 0.00 -0.04 0.001
H 1.332349 1.433979 -2.235011 0.04 -0.06 0.02 0.002
H 3.417911 2.052744 -1.605847 0.00 0.00 0.00 0.000
H 3.113432 0.955483 -0.293271 -0.03 -0.01 -0.02 0.000
H 2.747079 3.992832 -0.171209 -0.06 -0.02 0.03 0.000
H 4.210718 3.157766 0.265776 0.02 -0.03 -0.04 0.000
H 3.107281 2.137549 2.118006 -0.01 -0.04 -0.02 0.000
H 0.997805 4.708259 0.891580 -0.05 -0.05 -0.02 0.000
H 0.997209 5.529701 2.387546 0.02 0.01 0.02 0.000
H 2.788672 3.096866 4.126581 0.02 0.01 0.01 0.000
H 1.566800 4.293631 4.274899 -0.02 0.01 -0.01 0.000
S -4.523296 -0.439021 -0.768524 0.27 -0.07 0.12 -0.126
C -4.036450 -2.106262 -0.942630 -0.16 0.17 0.08 -0.001
N -2.731763 -2.290191 -0.845865 0.38 -0.29 0.03 -0.044
C -2.373922 -3.649463 -0.856391 -0.10 0.39 -0.05 -0.003
C -1.100857 -4.192098 -0.752041 0.07 -0.04 0.00 0.012
C -0.976974 -5.566029 -0.817217 -0.02 -0.01 0.00 -0.002
C -2.098113 -6.385404 -0.991166 0.04 0.00 0.00 0.003
C -3.365967 -5.848940 -1.092748 -0.02 0.03 0.01 -0.001
C -3.489304 -4.465122 -1.014889 -0.14 -0.18 -0.03 -0.001
S -4.956695 -3.516094 -1.093273 -0.14 -0.15 -0.07 0.020
H -0.229637 -3.563067 -0.618321 -0.01 0.00 0.00 0.003
H 0.001822 -6.018014 -0.733831 -0.01 0.00 -0.01 0.000
H -1.971330 -7.457691 -1.046087 0.01 0.01 0.01 0.000
H -4.231256 -6.484392 -1.222898 0.00 0.01 0.00 0.000